Molecular formula: C21H16CrN9O2S2
Method: DFT, the ωB97M-V functional and the def2-TZVPD basis

```
51
Properties=species:S:1:pos:R:3:forces:R:3:mulliken_charge:R:1
Cr -0.8155 0.7646 -0.0794 -0.17 -2.39 0.16 -0.215
C 4.3924 -1.5814 0.6321 -0.01 -0.02 -0.01 -0.452
C 3.2306 -1.9143 -0.0434 0.09 -0.06 -0.03 -0.861
C 2.0946 -1.1278 0.0740 -0.25 0.10 0.11 0.346
C 2.1022 0.0133 0.8700 0.52 -0.35 -0.03 0.083
C 3.2784 0.3385 1.5614 -0.36 0.19 -0.14 -0.579
C 4.4062 -0.4507 1.4383 0.02 -0.02 0.00 -0.627
N 0.9122 0.8107 0.9884 0.32 0.93 0.68 1.108
N 0.9632 1.6171 1.9669 0.54 -0.60 -0.16 -0.654
C -0.1725 2.3480 2.1758 -0.58 0.33 -0.17 0.285
C -0.2117 3.2508 3.2470 0.11 -0.09 -0.01 -0.587
C -1.3698 3.9578 3.4770 0.03 0.06 0.09 -0.508
C -2.4774 3.7573 2.6503 0.00 -0.09 -0.11 -0.721
C -2.4299 2.8543 1.5973 -0.13 0.12 0.09 -0.180
C -1.2710 2.1314 1.3240 0.19 -0.27 -0.21 0.405
H 5.2743 -2.2024 0.5432 0.00 0.01 0.00 0.399
H 3.1986 -2.8032 -0.6610 -0.03 0.01 0.01 0.428
H 1.1872 -1.4121 -0.4384 0.03 0.01 0.00 0.091
H 3.2851 1.2137 2.1895 0.04 0.06 0.07 0.440
H 5.3017 -0.1861 1.9856 -0.01 0.02 -0.01 0.379
H 0.6627 3.3609 3.8765 -0.01 0.03 -0.01 0.470
H -1.4275 4.6589 4.2992 0.01 0.00 -0.01 0.375
H -3.3885 4.3137 2.8352 0.00 -0.01 0.02 0.408
H -3.3135 2.7089 0.9860 0.00 0.02 0.03 0.479
S -1.6030 -0.8659 1.3510 0.43 0.59 -0.26 -0.439
C -1.5526 -2.3556 0.4490 -0.09 0.03 -0.24 1.115
C -1.8204 -3.5490 1.1225 -0.04 -0.09 0.00 -1.001
C -1.8656 -4.7594 0.4513 0.09 0.29 -0.19 0.451
C -2.0820 -5.9721 1.1749 -0.06 -0.25 0.16 -0.169
N -2.2311 -6.9478 1.7644 -0.02 0.07 -0.02 -0.519
C -1.6686 -4.7847 -0.9449 0.01 0.25 0.22 0.507
C -1.3755 -3.6079 -1.6130 0.00 -0.10 0.04 -1.132
C -1.2734 -2.3941 -0.9306 -0.02 -0.12 0.14 0.541
S -0.7885 -0.9694 -1.7917 -0.07 0.72 0.29 -0.706
C -1.7676 -6.0123 -1.6684 -0.02 -0.26 -0.18 -0.159
N -1.8577 -6.9933 -2.2613 0.03 0.07 0.02 -0.520
H -1.9926 -3.5171 2.1902 -0.01 -0.05 0.00 0.508
H -1.2152 -3.6227 -2.6826 0.02 -0.04 0.00 0.496
N 1.8210 1.4035 -1.8807 0.08 -0.01 -0.03 -0.309
N 1.3295 2.3277 -2.8006 -0.20 -0.21 0.08 -0.364
C 0.0075 2.5861 -2.8155 0.01 0.18 0.04 0.630
N -0.4878 3.3149 -3.8095 -0.17 -0.12 0.14 -0.321
N -0.7104 2.0938 -1.8014 0.31 -0.06 0.35 -0.219
N -2.0510 2.1551 -1.7883 -0.24 0.49 -0.51 1.348
O -2.7450 2.8726 -2.4843 0.14 -0.09 -0.17 -0.772
O -2.5086 1.3894 -0.9289 -0.51 0.53 -0.08 -0.385
H 2.7189 1.6961 -1.5227 -0.02 0.06 0.04 0.279
H 1.8655 0.4663 -2.2665 -0.01 -0.01 -0.02 0.254
H 1.8451 2.5135 -3.6475 0.04 0.04 -0.06 0.193
H 0.0761 3.6023 -4.5894 0.00 -0.01 0.01 0.161
H -1.4789 3.5081 -3.7709 -0.03 0.10 -0.14 0.218
```
Positions in Å, forces in eV/Å.

Computed properties:
**LUMO (spin up / spin down)**: -1.47 / -1.32 eV
**HOMO-LUMO gap (spin up / spin down)**: 0.2305 / 0.2350 Ha
**Multiplicity**: 2
**Expectation value of S²**: 0.80

***

Molecular formula: C21H16F5IN4O6Ti
Method: DFT, the ωB97M-V functional and the def2-TZVPD basis

```
54
Properties=species:S:1:pos:R:3:forces:R:3:mulliken_charge:R:1
Ti -0.2059 -0.8984 0.9180 0.33 -0.23 0.11 0.683
N 2.0186 -1.1183 0.5685 0.71 -0.83 0.52 -0.324
C 2.6957 -0.0303 1.3393 0.20 -1.15 -0.04 -0.200
C 2.1666 -0.1026 2.7659 -0.08 0.04 -0.70 0.286
O 2.9755 -0.1134 3.6968 0.04 -0.05 0.46 -0.796
N 0.8408 -0.2433 2.7662 -0.08 -0.29 -0.47 -0.071
C 0.3278 -0.9536 3.9084 0.09 -0.10 -0.37 -0.564
C -0.3660 -2.2291 3.4742 -0.11 -0.75 0.52 0.472
O -0.7422 -2.9699 4.3810 -0.19 -0.15 -0.61 -0.779
O -0.4500 -2.4893 2.1945 0.24 0.37 0.20 -0.431
H 2.3761 -2.0398 0.8687 -0.17 0.66 -0.10 0.313
H 2.1882 -1.0368 -0.4203 0.12 0.02 -0.25 0.026
H 2.3788 0.8721 0.8884 -0.18 1.12 -0.54 0.093
H 3.7918 -0.1173 1.3337 -0.32 0.04 -0.01 0.399
H -0.3554 -0.4138 4.5422 -0.38 0.47 0.15 0.343
H 1.1406 -1.2834 4.5450 0.23 0.03 0.28 0.362
C 0.7279 -4.3922 -0.4256 -0.49 0.55 0.16 -1.191
C -0.3214 -3.6488 -1.2268 0.72 -0.19 0.90 0.345
N -0.8159 -2.4848 -0.8828 0.52 0.43 0.47 0.412
C -1.7479 -2.1348 -1.8299 -0.22 0.10 0.21 -0.514
C -1.8133 -3.1176 -2.7659 0.09 -0.57 0.00 -0.668
N -0.8948 -4.0794 -2.3663 -0.10 -0.25 -0.23 -0.110
H 0.6154 -4.0664 0.6326 0.08 -0.31 -0.62 0.110
H 1.7427 -4.1767 -0.7701 -0.08 0.18 -0.05 0.218
H 0.5988 -5.4699 -0.5043 -0.14 -0.09 0.10 0.473
H -2.3350 -1.2399 -1.6655 0.03 -0.06 -0.29 0.329
H -2.4105 -3.3494 -3.6257 -0.25 0.43 -0.10 0.449
H -0.7943 -5.0011 -2.7734 0.08 0.44 0.14 0.212
F 3.1402 2.0905 -5.4196 -0.72 -0.59 0.95 -0.337
C 2.4039 1.6771 -4.3235 0.14 -0.17 0.42 0.479
C 1.8385 2.6170 -3.4568 -0.46 0.10 0.39 0.098
F 1.9413 3.9419 -3.7605 -0.02 -0.73 0.10 -0.332
C 1.1481 2.2508 -2.2871 0.77 -0.33 -0.87 0.112
F 0.6291 3.2413 -1.5590 -0.04 -0.15 0.11 -0.267
C 1.0316 0.8834 -1.8361 -0.11 0.47 -0.20 0.316
O 0.4513 0.5702 -0.7443 0.02 -0.09 -0.31 0.210
C 1.6301 -0.0344 -2.7582 0.15 -0.22 -0.17 -0.205
F 1.5759 -1.3813 -2.4536 0.10 0.73 -0.27 -0.296
C 2.2981 0.3302 -3.9319 0.05 0.74 -0.08 -0.001
F 2.8990 -0.6066 -4.7014 -0.20 0.00 0.19 -0.336
I -1.5185 6.8524 1.8866 -0.30 -0.14 -0.06 -0.159
C -2.1570 4.8335 1.7450 -0.59 -0.39 -0.30 -0.093
C -1.1497 3.8519 1.9267 -0.60 0.21 -0.16 -0.637
C -1.4002 2.5449 1.6194 -0.85 -0.61 -0.55 -0.275
C -2.6664 2.1019 1.0412 0.95 1.53 0.47 0.307
C -3.6737 3.1475 0.8566 0.71 -0.32 0.43 -0.860
C -3.4341 4.4693 1.1906 1.21 -0.37 0.42 -0.281
C -2.8733 0.7576 0.6425 0.35 -0.41 0.33 0.021
O -3.9076 0.3310 0.1339 -0.30 -0.40 -0.41 -0.786
O -1.8300 -0.1554 0.8962 -1.10 1.19 -0.21 -0.250
H -0.2014 4.1667 2.3267 0.28 -0.11 0.09 0.356
H -0.6535 1.7760 1.7780 0.12 0.25 0.14 0.618
H -4.6501 2.8466 0.5137 -0.17 -0.03 -0.15 0.366
H -4.2044 5.2244 1.1083 -0.08 -0.02 -0.17 0.354
```
Positions in Å, forces in eV/Å.

Computed properties:
**LUMO (spin up / spin down)**: 3.89 / 3.89 eV
**HOMO-LUMO gap (spin up / spin down)**: 0.1110 / 0.2313 Ha
**Charge**: -2
**Multiplicity**: 3
**Expectation value of S²**: 2.03

***

Molecular formula: C21H16MgN6OS
Method: DFT, the ωB97M-V functional and the def2-TZVPD basis

```
46
Properties=species:S:1:pos:R:3:forces:R:3:mulliken_charge:R:1
Mg -0.0270 -0.2799 0.0321 -0.09 -0.68 0.42 0.724
N 3.8307 1.4424 -0.1214 0.17 0.18 -0.02 -0.046
C 4.3728 0.1666 -0.0526 -0.26 -0.25 0.01 0.595
C 5.6780 -0.3154 -0.0173 -0.09 0.07 0.00 -1.131
C 5.8162 -1.6871 0.0525 0.07 -0.03 0.00 -0.332
C 4.7098 -2.5527 0.0870 0.02 -0.06 0.01 -0.647
C 3.4169 -2.0780 0.0532 -0.09 0.13 -0.01 -0.612
C 3.2633 -0.6940 -0.0190 0.16 0.03 0.09 0.217
N 2.1014 0.0561 -0.0572 0.21 0.19 -0.13 0.268
C 2.4818 1.3052 -0.1262 0.10 -0.04 0.01 0.303
C 1.4775 2.3572 -0.2213 0.14 0.35 -0.01 -0.280
C 1.6006 3.7170 -0.3088 0.02 -0.53 0.05 -0.292
S 0.0482 4.3980 -0.4152 -0.11 0.59 -0.05 -0.139
C -0.6684 2.8740 -0.3442 0.37 -0.84 0.16 -0.197
N 0.1925 1.8859 -0.2382 -0.54 0.80 -0.32 0.213
H 4.3433 2.3073 -0.1667 -0.06 -0.08 0.00 0.203
H 6.5381 0.3400 -0.0431 0.00 0.00 0.00 0.393
H 6.8110 -2.1120 0.0813 0.00 0.01 0.00 0.380
H 4.8857 -3.6187 0.1411 -0.01 0.00 0.00 0.410
H 2.5356 -2.7100 0.0756 0.01 -0.03 -0.01 0.471
H 2.4858 4.3298 -0.3153 0.03 -0.03 0.01 0.386
H -1.7393 2.7278 -0.3669 0.00 -0.08 -0.02 0.409
C -4.9795 0.2879 -2.8206 0.07 -0.01 0.04 -0.496
C -5.3760 0.3166 -1.4889 -0.10 0.01 0.02 -0.556
C -4.4598 0.1820 -0.4606 0.15 0.00 -0.03 -0.361
C -3.0988 0.0142 -0.7580 0.02 0.02 -0.18 0.223
C -2.7040 -0.0227 -2.1038 -0.01 0.01 0.09 -0.149
C -3.6327 0.1135 -3.1184 -0.02 0.00 -0.07 -0.618
N -2.0971 -0.0949 0.1974 -0.30 0.15 0.84 0.384
N -2.5505 -0.0929 1.4541 0.07 0.03 -0.54 -0.616
C -1.5947 -0.1362 2.4133 -0.01 0.09 0.47 0.431
C -2.0334 -0.1387 3.7677 -0.05 -0.02 -0.33 -0.725
C -1.1181 -0.1405 4.7781 0.17 0.00 0.07 -0.226
C 0.2568 -0.1411 4.4707 -0.17 0.00 0.00 -0.839
C 0.6083 -0.1470 3.1451 0.13 -0.11 -0.04 -0.144
N -0.2696 -0.1490 2.1344 -0.19 0.22 -0.17 -0.086
H -5.7082 0.3899 -3.6135 -0.01 0.00 0.00 0.378
H -6.4243 0.4443 -1.2459 0.00 0.00 0.00 0.344
H -4.7629 0.2011 0.5750 -0.04 0.00 0.00 0.424
H -1.6585 -0.1942 -2.3380 0.00 -0.02 -0.02 0.246
H -3.3067 0.0715 -4.1503 0.00 0.00 0.00 0.362
H -3.0997 -0.1371 3.9448 0.01 0.00 0.04 0.486
H -1.4467 -0.1425 5.8099 0.00 0.00 0.00 0.368
H 1.0168 -0.1497 5.2377 -0.01 0.01 0.02 0.418
H 1.6552 -0.1705 2.8570 -0.01 0.01 -0.03 0.299
O 0.1290 -2.1445 -0.3585 0.24 -0.09 -0.35 -0.848
```
Positions in Å, forces in eV/Å.

Computed properties:
**LUMO (spin up / spin down)**: -0.47 / -0.47 eV
**HOMO-LUMO gap (spin up / spin down)**: 0.2628 / 0.2016 Ha
**Multiplicity**: 1

***

Sequential ΔE to the lowest compared entry with this formula, charge and spin output: 39.27 94.59 0.00 kJ/mol
Sequential calculated total energy output: -3293.8186 -3127.0009 -1811.9448 a.u.